# 1
{"formula": "C2H3Ru", "method": "ωB97M-V with the def2-TZVPD basis set", "charge": 2, "e_tot_ev": -4673.9628, "multiplicity": 6, "orbital_gap_ha": [0.2668, 0.2785], "elements": ["C", "H", "C", "H", "H", "Ru"], "positions_angstrom": [[0.490, 0.299, -0.531], [0.132, 0.989, -1.293], [0.577, 0.162, 0.718], [0.619, 0.723, 1.649], [-0.593, -0.901, -1.200], [-1.225, -1.272, 0.658]]}

=====

# 2
{"formula": "C4H5OP", "method": "ωB97M-V with the def2-TZVPD basis set", "e_tot_ev": -15560.4726, "relative_energy_kcal_mol": 81.7, "orbital_gap_ha": [0.2586, 0.2296], "elements": ["C", "C", "C", "C", "O", "P", "H", "H", "H", "H", "H"], "positions_angstrom": [[-0.629, -0.042, -1.247], [-1.027, -0.973, -0.288], [0.664, 0.148, -0.576], [0.247, -0.933, 0.341], [0.314, 2.296, 1.748], [0.126, 1.064, 2.468], [-1.133, 0.544, -2.112], [-1.954, -1.603, -0.154], [1.565, 0.009, -1.258], [0.998, 1.058, 0.060], [0.829, -1.568, 1.019]]}

=====

# 3
{"formula": "C4H7NO", "method": "ωB97M-V with the def2-TZVPD basis set", "e_tot_ev": -7796.8569, "relative_energy_kcal_mol": 64.3, "orbital_gap_ha": 0.3778, "elements": ["O", "C", "C", "C", "N", "C", "H", "H", "H", "H", "H", "H", "H"], "positions_angstrom": [[-1.506, -0.184, 1.586], [-0.991, 0.053, 0.308], [0.076, 1.160, 0.054], [0.810, 0.148, -0.824], [1.277, -0.881, 0.113], [-0.096, -0.954, -0.416], [-0.904, 0.188, 2.239], [-1.853, 0.237, -0.343], [0.673, 1.433, 0.932], [-0.312, 2.057, -0.433], [1.282, 0.316, -1.786], [1.831, -1.559, -0.412], [-0.421, -1.826, -0.976]]}

=====

# 4
{"formula": "C3H4FN3", "method": "ωB97M-V with the def2-TZVPD basis set", "e_tot_ev": -10358.7655, "relative_energy_kcal_mol": 114.3, "orbital_gap_ha": 0.3303, "elements": ["C", "C", "C", "N", "N", "N", "F", "H", "H", "H", "H"], "positions_angstrom": [[-1.069, -0.056, 0.135], [-0.720, -1.344, 0.182], [-0.030, 1.003, -0.103], [0.573, -1.709, -0.154], [1.509, -0.979, -0.200], [1.230, 0.528, 0.417], [2.272, 1.283, -0.091], [-2.097, 0.260, 0.213], [-1.400, -2.161, 0.345], [0.009, 1.252, -1.180], [-0.276, 1.924, 0.437]]}

=====

# 5
{"formula": "C16H9Cl3CrN4O5", "method": "ωB97M-V with the def2-TZVPD basis set", "charge": 1, "e_tot_ev": -98921.5919, "multiplicity": 4, "relative_energy_kcal_mol": 0.0, "orbital_gap_ha": [0.2940, 0.3015], "elements": ["Cr", "O", "C", "C", "C", "N", "C", "C", "C", "O", "O", "C", "O", "O", "H", "H", "H", "N", "C", "N", "C", "C", "C", "C", "C", "C", "H", "H", "H", "H", "H", "H", "Cl", "C", "Cl", "Cl", "C", "N"], "positions_angstrom": [[0.543, -1.456, 0.044], [2.568, 1.357, 4.919], [2.184, 0.729, 3.815], [2.712, 1.015, 2.545], [2.219, 0.322, 1.470], [1.263, -0.596, 1.612], [0.782, -0.913, 2.817], [1.210, -0.276, 3.949], [-0.262, -2.028, 2.695], [-0.846, -2.454, 3.654], [-0.404, -2.397, 1.443], [2.637, 0.437, 0.004], [3.476, 1.215, -0.358], [1.972, -0.424, -0.732], [3.239, 2.028, 4.744], [3.492, 1.750, 2.392], [0.817, -0.541, 4.921], [-2.719, 1.060, 0.203], [-1.970, 0.021, 0.582], [-0.914, -0.123, -0.197], [-0.982, 0.885, -1.166], [-0.156, 1.197, -2.246], [-0.519, 2.278, -3.022], [-1.667, 3.034, -2.751], [-2.498, 2.730, -1.694], [-2.134, 1.642, -0.910], [-3.577, 1.347, 0.643], [-2.210, -0.624, 1.412], [0.738, 0.629, -2.453], [0.103, 2.555, -3.863], [-1.908, 3.875, -3.387], [-3.391, 3.304, -1.487], [-0.937, -5.509, -3.161], [-0.741, -3.805, -3.589], [-2.294, -3.090, -4.076], [0.463, -3.610, -4.870], [-0.304, -3.076, -2.413], [0.014, -2.484, -1.491]]}

=====

# 6
{"formula": "C6H9NO3PS", "method": "ωB97M-V with the def2-TZVPD basis set", "charge": -1, "e_tot_ev": -34126.4861, "relative_energy_kcal_mol": 38.8, "orbital_gap_ha": 0.3091, "elements": ["C", "C", "C", "C", "C", "C", "N", "O", "O", "O", "P", "S", "H", "H", "H", "H", "H", "H", "H", "H", "H"], "positions_angstrom": [[-2.965, 0.291, 0.909], [-2.218, -0.403, 0.006], [-2.977, 1.642, 0.726], [-1.574, 0.277, -0.952], [2.150, -0.555, 0.993], [1.236, 0.057, -1.149], [0.989, -0.092, 0.304], [2.303, -0.833, -1.634], [-0.447, -1.924, -1.944], [-0.280, 0.128, -3.510], [-0.322, -0.443, -2.125], [-1.863, 2.049, -0.638], [-3.373, -0.142, 1.820], [-1.884, -1.446, 0.055], [-3.426, 2.278, 1.469], [1.878, -0.477, 2.156], [2.582, -1.641, 0.903], [2.892, 0.227, 0.789], [1.455, 1.052, -1.501], [0.257, -0.884, 0.264], [1.749, -1.473, -2.121]]}